Below is a structure of composition C5H6N at a distorted geometry, with properties calculated with ωB97M-V/def2-TZVPD.

Results
frontier orbital gap: 0.44000 Eh
relative energy (zero: lowest compared OMol25 entry of this formula, charge and spin): 114.0 kcal/mol

```
! wB97M-V def2-TZVPD RIJCOSX def2/J DEFGRID3
* xyz 1 1
C 1.76001 -0.00581 0.21643
C 0.69217 0.98856 0.07564
C 0.71972 -1.04575 0.07743
C -0.34440 -0.04346 0.15752
C -1.76738 -0.00355 -0.06914
N 1.13150 -0.03082 -1.03241
H 2.72649 -0.00936 0.65616
H 0.62621 2.05524 0.12143
H 0.87198 -1.97210 -0.26965
H -2.26946 -0.81162 -0.55618
H -2.00356 0.97385 -0.39710
H -2.14328 -0.09517 1.01986
*
```

These are the Löwdin partial charges, in e, on atoms 1 to 6: number 1, C, carries -0.114; number 2, C, carries 0.014; number 3, C, carries 0.038; number 4, C, carries -0.072; number 5, C, carries 0.049; number 6, N, carries 0.242


Below is an isolated molecule of C4H7NO, with properties calculated with ωB97M-V/def2-TZVPD.

Results
frontier orbital gap (spin up / spin down): 0.26451 / 0.28726 Eh
relative energy (zero: lowest compared OMol25 entry of this formula, charge and spin): 104.2 kcal/mol

```
! wB97M-V def2-TZVPD RIJCOSX def2/J DEFGRID3
* xyz 0 1
O 0.68252 0.45711 -1.92315
C 1.44797 0.28664 -0.95263
N 1.13717 0.51666 0.33381
C -0.21249 1.04152 0.46477
C -1.03284 -0.19213 0.06163
C -0.40506 -1.27876 0.73839
H 2.45420 -0.13258 -1.10869
H -0.39099 1.34067 1.50191
H -0.42577 1.88346 -0.20155
H -2.12988 -0.23957 0.01954
H -0.69621 -0.24650 -1.03351
H -0.71149 -2.30854 0.54118
H 0.28287 -1.12799 1.55830
*
```

These are the Löwdin partial charges, in e, on atoms 1 to 6: number 1, O, carries -0.055; number 2, C, carries -0.417; number 3, N, carries 0.003; number 4, C, carries -0.241; number 5, C, carries -0.244; number 6, C, carries 0.177


Below is a cluster of 5 separate species, C4H18O6 in total at a distorted geometry, with properties calculated with ωB97M-V/def2-TZVPD.

Results
<S²>: 0.754
frontier orbital gap (spin up / spin down): 0.38743 / 0.15577 Eh

```
! wB97M-V def2-TZVPD RIJCOSX def2/J DEFGRID3
* xyz 1 2
C -0.72960 1.91152 -1.21837
O 0.55852 2.26837 -0.78590
C -1.36660 0.89740 -0.24537
C -1.29458 1.13770 1.25220
C 0.08359 0.95716 1.88889
O -2.19629 0.13746 1.70788
H -0.54838 1.51532 -2.20074
H -1.26612 2.88919 -1.16514
H 0.54316 2.69825 0.09894
H -0.87818 -0.05974 -0.50284
H -2.37938 0.71420 -0.59056
H -1.75717 2.10565 1.47563
H -0.07506 0.54775 2.87913
H 0.57390 1.93392 2.03840
H 0.73050 0.33069 1.29182
H -2.58690 0.36731 2.55874
H -0.19551 -2.12417 1.92437
H -1.65254 -2.20441 2.29276
O -0.81208 -2.64999 2.45861
H 0.01086 -3.80852 -0.57502
H -0.84002 -2.99684 -1.60039
O 0.05728 -3.22829 -1.34829
H 2.97898 -1.29614 -1.42522
H 1.58107 -1.95682 -1.38964
O 2.18385 -1.37923 -0.88473
H 1.99513 0.58638 -2.58848
H 2.89951 0.89155 -1.45602
O 2.75204 1.15278 -2.37485
*
```

These are the Löwdin partial charges, in e, on atoms 1 to 6: number 1, C, carries -0.076; number 2, O, carries 0.219; number 3, C, carries -0.071; number 4, C, carries -0.411; number 5, C, carries -0.011; number 6, O, carries -0.027


Below is a structure of composition C18H20ClN4O5PtS at a distorted geometry, with properties calculated with ωB97M-V/def2-TZVPD.

Results
<S²>: 6.043
frontier orbital gap (spin up / spin down): 0.21028 / 0.07400 Eh
relative energy (zero: lowest compared OMol25 entry of this formula, charge and spin): 19.9 kcal/mol

```
! wB97M-V def2-TZVPD RIJCOSX def2/J DEFGRID3
* xyz 3 5
Pt 0.10757 1.93187 -2.57038
O -1.65283 3.27597 -1.14018
Cl -2.01513 2.02407 -1.84818
O -2.11083 0.94737 -0.77408
O 0.55057 1.54997 -0.48518
O -0.34203 2.00097 -4.27638
N 4.18037 1.60237 -3.34288
C 2.95377 1.11287 -3.18698
N 2.06537 2.08157 -2.97288
C 2.75497 3.27317 -3.03998
C 2.30317 4.59677 -2.98598
C 3.26727 5.59537 -3.05398
C 4.62437 5.29437 -3.17898
C 5.08307 3.98107 -3.27638
C 4.11877 2.97217 -3.24358
H 5.00917 1.06347 -3.57048
H 2.70667 0.06717 -3.25288
H 1.24267 4.81667 -2.94538
H 2.96047 6.62977 -3.02148
H 5.34297 6.10067 -3.21108
H 6.13997 3.76877 -3.35688
C 1.03267 -3.40283 4.39682
C 0.64157 -2.08153 3.76882
C 1.12187 -1.95773 2.31412
N 0.76317 -0.68083 1.69352
C -0.37463 -0.21383 1.26322
S -0.37993 1.58877 0.70222
N -1.56253 -0.80963 1.19932
C -1.87673 -2.21233 1.01842
O -1.00673 -2.99223 0.76472
C -3.31203 -2.51093 1.09612
C -4.20793 -1.76123 1.85982
C -5.55033 -2.12073 1.91652
C -6.02493 -3.25113 1.26562
C -5.14003 -3.99113 0.49502
C -3.78973 -3.66723 0.45942
H 0.66697 -3.45193 5.41932
H 2.11237 -3.55623 4.40732
H 0.62467 -4.25623 3.85372
H 1.07317 -1.27523 4.37122
H -0.44583 -1.97383 3.82022
H 0.69457 -2.78183 1.73222
H 2.20947 -2.03033 2.28102
H 1.53547 -0.01763 1.66162
H -2.31933 -0.20103 0.88622
H -3.86053 -0.93283 2.45892
H -6.24673 -1.47633 2.43282
H -7.06993 -3.51663 1.31822
H -5.51223 -4.82243 -0.09188
H -3.08613 -4.32943 -0.03038
*
```

These are the Löwdin partial charges, in e, on atoms 1 to 6: number 1, Pt, carries 1.239; number 2, O, carries -0.565; number 3, Cl, carries 0.928; number 4, O, carries -0.620; number 5, O, carries -0.717; number 6, O, carries -0.217


Below is a cluster of 3 separate species, C21H50IN9O4P3 in total at a distorted geometry, with properties calculated with ωB97M-V/def2-TZVPD.

Results
frontier orbital gap: 0.20051 Eh

```
! wB97M-V def2-TZVPD RIJCOSX def2/J DEFGRID3
* xyz 1 1
C 1.90553 1.81366 2.94333
O 0.97420 1.38516 1.94689
C 0.18759 0.32195 2.42510
C -0.59618 -0.20413 1.25062
C -0.13237 -1.31239 0.52600
P 1.45759 -2.12976 0.98521
N 1.53352 -2.77946 2.40144
C -0.93457 -1.73032 -0.52790
C -0.65233 -2.91365 -1.40349
C -0.92331 -4.18117 -0.57177
O -0.05021 -4.83908 -0.10037
I -2.96706 -4.69816 -0.25458
C -2.11217 -0.98940 -0.73628
N -2.49695 0.05573 -0.06930
N -1.71568 0.43713 0.93153
C -2.18455 1.63608 1.64430
H 2.89742 1.38814 2.78525
H 1.94959 2.89859 2.96299
H 1.57995 1.51573 3.94230
H 0.84218 -0.45814 2.82357
H -0.46046 0.61774 3.25535
H 2.41521 -1.12216 0.76547
H 1.67767 -3.02263 -0.06878
H 0.66140 -2.67925 2.90788
H -1.35623 -2.93541 -2.23427
H 0.37740 -2.96864 -1.74382
H -2.77919 -1.30269 -1.52987
H -3.20952 1.79092 1.32133
H -1.60978 2.50438 1.33470
H -2.19259 1.48482 2.71645
O -1.42668 -5.06996 -6.77188
P -0.06014 -5.34396 -6.26441
N 0.53749 -6.54295 -7.29772
C 1.57523 -7.49641 -6.95935
C 0.69083 -6.07617 -8.67368
N -0.44692 -6.00967 -4.68800
C -0.35256 -7.44307 -4.43150
C -1.73799 -5.53867 -4.19227
N 1.45219 -4.63764 -5.76492
C 2.05074 -4.93972 -4.47628
C 1.44823 -3.17693 -5.98321
H 2.57995 -7.04878 -6.93806
H 1.58259 -8.28359 -7.71502
H 1.39322 -7.99232 -6.01456
H 1.56017 -5.41196 -8.78807
H -0.19968 -5.53497 -8.99223
H 0.81531 -6.92465 -9.34593
H -0.85046 -8.04738 -5.19916
H -0.81164 -7.67045 -3.46773
H 0.68122 -7.77274 -4.33132
H -2.58464 -6.08602 -4.61970
H -1.88549 -4.48079 -4.41128
H -1.76292 -5.66262 -3.10619
H 1.41321 -4.69154 -3.62194
H 2.97198 -4.35768 -4.39758
H 2.34824 -5.98504 -4.41173
H 0.77345 -2.65346 -5.29067
H 1.12508 -2.94820 -7.00124
H 2.45156 -2.76754 -5.86607
O 0.41304 4.34556 4.70678
P 0.14984 5.79942 4.88421
N -1.06440 5.84494 6.06703
C -2.01976 6.92137 6.24419
C -0.61035 5.34099 7.36122
N -0.51500 6.18685 3.30436
C -1.94585 6.38318 3.12036
C -0.03598 5.28520 2.26332
N 0.85267 7.35645 5.15326
C 0.56143 8.48873 4.28347
C 2.31595 7.25049 5.36338
H -1.57601 7.81878 6.69848
H -2.81302 6.57489 6.90904
H -2.50692 7.20307 5.32021
H 0.04789 6.05733 7.87331
H -0.06604 4.40522 7.23521
H -1.46508 5.13792 8.00629
H -2.54909 5.58017 3.56718
H -2.17155 6.42796 2.05324
H -2.28276 7.34096 3.51387
H -0.57985 4.32915 2.24938
H 1.02203 5.06317 2.38645
H -0.15871 5.76498 1.28938
H 0.82278 8.32304 3.23721
H 1.14180 9.33720 4.65032
H -0.48458 8.78323 4.35572
H 2.84882 6.97688 4.44544
H 2.53274 6.49096 6.11884
H 2.71827 8.19318 5.73125
*
```

These are the Löwdin partial charges, in e, on atoms 1 to 6: number 1, C, carries -0.058; number 2, O, carries -0.162; number 3, C, carries -0.193; number 4, C, carries -0.109; number 5, C, carries -0.152; number 6, P, carries 0.783


Below is a cluster of 2 separate species, C3H8N3O in total at a distorted geometry, with properties calculated with ωB97M-V/def2-TZVPD.

Results
frontier orbital gap: 0.32226 Eh
relative energy (zero: lowest compared OMol25 entry of this formula, charge and spin): 72.8 kcal/mol

```
! wB97M-V def2-TZVPD RIJCOSX def2/J DEFGRID3
* xyz 1 1
C 2.27523 0.18634 -0.05296
C -2.52550 -0.45147 -0.19968
C -3.77008 -0.53776 -0.33193
N 2.88655 -0.95833 -0.18130
N 0.26346 1.38490 0.44698
N 1.13800 0.31988 0.57019
O -1.34413 -0.45609 -0.17616
H 2.66566 1.19689 -0.25846
H -4.50725 -0.60469 0.44982
H -0.18235 1.76366 1.34245
H -4.16506 -0.49691 -1.30518
H 3.73683 -1.10328 -0.78263
H 2.28093 -1.79041 -0.24092
H 0.45626 2.03508 -0.27089
H 0.79143 -0.48782 0.99065
*
```

These are the Löwdin partial charges, in e, on atoms 1 to 6: number 1, C, carries -0.144; number 2, C, carries -0.259; number 3, C, carries 0.038; number 4, N, carries 0.167; number 5, N, carries 0.064; number 6, N, carries -0.006